Record 1
Formula: C9H14
Source: OMol25
Level of theory: ωB97M-V/def2-TZVPD

Each line ends with the Löwdin charge.
Element x y z (Å)
C  1.570  0.086  -2.072  -0.058
C  0.939  -0.710  -0.951  -0.301
C  1.091  -0.238  0.343  -0.096
C  0.453  -0.914  1.320  -0.091
C  -0.456  -2.033  1.105  -0.050
C  -0.428  -2.686  -0.171  -0.059
C  0.261  -1.914  -1.171  -0.060
H  1.286  1.134  -2.021  0.076
H  1.292  -0.328  -3.038  0.069
H  2.657  -0.040  -2.083  0.082
H  1.786  0.662  0.457  0.146
H  0.685  -0.904  2.309  0.065
H  -1.002  -2.573  1.834  0.075
H  -0.664  -3.720  -0.350  0.090
H  0.289  -2.411  -2.167  0.110
C  -1.050  2.739  1.206  -0.171
C  -1.923  3.739  0.418  -0.193
H  -0.134  3.276  1.594  0.076
H  -1.697  2.352  2.032  0.075
H  -0.712  1.968  0.486  0.043
H  -3.034  3.567  0.567  0.077
H  -1.769  3.898  -0.652  0.056
H  -1.730  4.698  0.866  0.040

Summary:
- Energy above the lowest of the compared OMol25 structures with the same formula, charge and spin: 150.7 kJ/mol
- SMILES: Cc1ccccc1.CC
- Total charge: 0

Record 2
Formula: C9H14
Source: OMol25
Level of theory: ωB97M-V/def2-TZVPD

Each line ends with the Löwdin charge.
Element x y z (Å)
C  0.944  1.632  0.342  -0.086
C  1.090  0.252  0.839  -0.317
C  1.960  -0.606  0.231  -0.065
C  2.547  -1.600  1.057  -0.102
C  1.981  -1.891  2.258  -0.121
C  1.021  -1.044  2.883  -0.083
C  0.438  -0.038  2.100  -0.036
H  1.763  1.843  -0.453  0.108
H  0.727  2.417  1.042  0.065
H  0.041  1.931  -0.281  0.078
H  2.279  -0.384  -0.873  0.147
H  3.353  -2.166  0.626  0.096
H  2.507  -2.580  2.954  0.107
H  0.601  -1.270  3.868  0.100
H  -0.343  0.606  2.532  0.112
C  -2.327  0.576  -3.051  -0.175
C  -2.886  0.163  -1.660  -0.157
H  -2.330  -0.107  -3.852  0.035
H  -3.122  1.268  -3.369  0.057
H  -1.342  1.063  -2.992  0.062
H  -2.287  0.587  -0.872  0.037
H  -2.635  -0.941  -1.644  0.073
H  -3.980  0.288  -1.686  0.066

Summary:
- Energy above the lowest of the compared OMol25 structures with the same formula, charge and spin: 189.8 kJ/mol
- SMILES: Cc1ccccc1.CC
- Total charge: 0

Record 3
Formula: C9H14
Source: OMol25
Level of theory: ωB97M-V/def2-TZVPD

Each line ends with the Löwdin charge.
Element x y z (Å)
C  1.124  -0.113  -3.104  -0.073
C  0.630  -0.682  -1.813  -0.266
C  -0.071  0.013  -0.790  -0.056
C  -0.596  -0.584  0.361  -0.074
C  -0.257  -1.934  0.582  -0.075
C  0.523  -2.693  -0.333  -0.067
C  0.839  -2.054  -1.528  -0.072
H  0.360  0.369  -3.705  0.071
H  1.647  -0.815  -3.783  0.080
H  1.919  0.664  -2.955  0.091
H  -0.426  1.072  -0.965  0.122
H  -1.298  -0.033  0.975  0.079
H  -0.477  -2.464  1.372  0.036
H  0.954  -3.631  -0.021  0.099
H  1.624  -2.555  -2.093  0.103
C  -0.968  2.865  2.100  -0.156
C  -1.007  3.331  3.557  -0.152
H  -1.424  1.905  1.829  0.036
H  -1.454  3.649  1.436  0.086
H  0.053  2.783  1.826  0.046
H  -0.386  4.097  3.689  0.010
H  -0.437  2.609  4.212  0.090
H  -1.944  3.465  3.987  0.042

Summary:
- Energy above the lowest of the compared OMol25 structures with the same formula, charge and spin: 142.2 kJ/mol
- SMILES: Cc1ccccc1.CC
- Total charge: 0

Record 4
Formula: C9H14
Source: OMol25
Level of theory: ωB97M-V/def2-TZVPD

Each line ends with the Löwdin charge.
Element x y z (Å)
C  2.406  -1.017  1.509  -0.052
C  1.454  -0.823  0.346  -0.286
C  0.107  -0.610  0.638  -0.074
C  -0.876  -0.553  -0.338  -0.087
C  -0.456  -0.789  -1.668  -0.099
C  0.853  -1.046  -1.978  -0.091
C  1.813  -1.095  -0.946  -0.055
H  2.202  -0.276  2.284  0.075
H  3.448  -0.834  1.244  0.075
H  2.267  -2.024  1.888  0.082
H  -0.240  -0.644  1.665  0.109
H  -1.920  -0.579  -0.068  0.102
H  -1.241  -0.785  -2.417  0.098
H  1.109  -1.533  -2.911  0.101
H  2.817  -1.306  -1.293  0.109
C  -2.393  2.640  0.048  -0.138
C  -2.150  2.145  1.516  -0.172
H  -3.191  2.000  -0.318  0.056
H  -2.695  3.675  0.064  0.053
H  -1.419  2.461  -0.386  0.054
H  -3.025  1.904  2.126  0.061
H  -1.379  2.762  1.970  0.060
H  -1.695  1.150  1.622  0.019

Summary:
- Energy above the lowest of the compared OMol25 structures with the same formula, charge and spin: 82.7 kJ/mol
- SMILES: Cc1ccccc1.CC
- Total charge: 0

Record 5
Formula: C9H14
Source: OMol25
Level of theory: ωB97M-V/def2-TZVPD

Each line ends with the Löwdin charge.
Element x y z (Å)
C  -1.116  0.603  1.340  -0.024
C  0.007  -0.399  0.924  -0.234
C  -0.076  -1.748  1.354  -0.051
C  0.914  -2.583  0.884  -0.105
C  2.004  -1.987  0.304  -0.146
C  2.081  -0.701  -0.122  -0.096
C  0.946  0.107  0.017  -0.044
H  -1.537  0.672  0.291  0.082
H  -0.716  1.443  1.721  0.034
H  -1.936  0.236  1.870  0.052
H  -0.931  -2.223  1.811  0.107
H  0.964  -3.621  1.306  0.122
H  2.888  -2.584  0.250  0.093
H  3.074  -0.173  -0.168  0.129
H  0.924  1.070  -0.387  0.085
C  -2.177  1.984  -2.188  -0.225
C  -1.290  3.052  -1.725  -0.227
H  -2.532  2.215  -3.202  0.073
H  -1.728  1.017  -2.063  0.046
H  -3.045  1.833  -1.500  0.080
H  -1.300  3.017  -0.553  0.081
H  -1.704  4.065  -1.938  0.061
H  -0.179  3.061  -2.158  0.106

Summary:
- Energy above the lowest of the compared OMol25 structures with the same formula, charge and spin: 202.6 kJ/mol
- SMILES: Cc1ccccc1.CC
- Total charge: 0

Record 6
Formula: C9H14
Source: OMol25
Level of theory: ωB97M-V/def2-TZVPD

Each line ends with the Löwdin charge.
Element x y z (Å)
C  0.587  1.193  -2.405  -0.056
C  -0.093  1.546  -1.127  -0.282
C  0.143  0.752  0.003  -0.062
C  -0.334  1.086  1.263  -0.090
C  -1.125  2.221  1.427  -0.098
C  -1.386  2.996  0.305  -0.094
C  -0.950  2.631  -0.969  -0.051
H  -0.068  0.939  -3.233  0.080
H  1.338  0.416  -2.253  0.073
H  1.238  2.039  -2.667  0.086
H  0.800  -0.107  0.009  0.084
H  -0.181  0.459  2.133  0.100
H  -1.393  2.543  2.422  0.097
H  -1.961  3.906  0.431  0.098
H  -1.226  3.249  -1.814  0.110
C  0.266  -2.882  0.204  -0.170
C  0.894  -3.597  1.428  -0.155
H  -0.166  -3.577  -0.520  0.059
H  -0.534  -2.218  0.517  0.054
H  1.052  -2.376  -0.354  0.049
H  1.720  -2.974  1.765  0.057
H  1.200  -4.609  1.186  0.057
H  0.181  -3.637  2.250  0.057

Summary:
- Energy above the lowest of the compared OMol25 structures with the same formula, charge and spin: 38.4 kJ/mol
- SMILES: Cc1ccccc1.CC
- Total charge: 0

Record 7
Formula: C9H14
Source: OMol25
Level of theory: ωB97M-V/def2-TZVPD

Each line ends with the Löwdin charge.
Element x y z (Å)
C  0.745  -1.214  -1.219  -0.056
C  0.361  -1.193  0.246  -0.270
C  1.241  -1.348  1.322  -0.050
C  0.741  -1.277  2.616  -0.096
C  -0.585  -0.985  2.842  -0.108
C  -1.445  -0.766  1.782  -0.094
C  -0.984  -0.841  0.475  -0.055
H  0.322  -2.099  -1.693  0.082
H  1.828  -1.297  -1.340  0.073
H  0.450  -0.301  -1.728  0.061
H  2.275  -1.513  1.065  0.104
H  1.454  -1.526  3.394  0.102
H  -1.018  -0.933  3.830  0.099
H  -2.463  -0.432  1.949  0.101
H  -1.592  -0.639  -0.395  0.107
C  -0.824  3.172  -2.731  -0.208
C  0.563  2.856  -3.184  -0.163
H  -1.136  2.976  -1.686  0.064
H  -1.193  4.209  -2.724  0.060
H  -1.686  2.713  -3.233  0.062
H  1.297  3.214  -2.476  0.065
H  0.661  1.766  -3.272  0.053
H  0.720  3.145  -4.224  0.067

Summary:
- Energy above the lowest of the compared OMol25 structures with the same formula, charge and spin: 62.3 kJ/mol
- SMILES: Cc1ccccc1.CC
- Total charge: 0

Record 8
Formula: C9H14
Source: OMol25
Level of theory: ωB97M-V/def2-TZVPD

Each line ends with the Löwdin charge.
Element x y z (Å)
C  -0.798  -0.781  -1.428  -0.063
C  -0.731  0.490  -0.623  -0.269
C  -0.630  1.645  -1.421  -0.049
C  -0.744  2.866  -0.784  -0.094
C  -0.878  2.978  0.601  -0.095
C  -1.110  1.830  1.336  -0.085
C  -0.975  0.585  0.732  -0.060
H  -1.334  -1.647  -1.043  0.076
H  0.156  -1.247  -1.609  0.048
H  -1.197  -0.615  -2.428  0.077
H  -0.420  1.591  -2.478  0.109
H  -0.744  3.788  -1.346  0.098
H  -0.878  3.978  1.012  0.098
H  -1.390  1.917  2.377  0.101
H  -1.085  -0.322  1.291  0.103
C  2.074  -1.629  0.349  -0.158
C  1.189  -2.645  1.069  -0.169
H  3.076  -1.680  0.750  0.059
H  2.011  -1.730  -0.727  0.051
H  1.714  -0.640  0.641  0.056
H  0.233  -2.730  0.542  0.043
H  0.920  -2.327  2.077  0.063
H  1.541  -3.676  1.111  0.060

Summary:
- Energy above the lowest of the compared OMol25 structures with the same formula, charge and spin: 48.2 kJ/mol
- SMILES: Cc1ccccc1.CC
- Total charge: 0

Record 9
Formula: C9H14
Source: OMol25
Level of theory: ωB97M-V/def2-TZVPD

Each line ends with the Löwdin charge.
Element x y z (Å)
C  -0.158  1.380  1.737  -0.055
C  0.251  1.170  0.296  -0.293
C  1.485  0.625  -0.054  -0.062
C  1.761  0.145  -1.351  -0.079
C  0.774  0.239  -2.332  -0.096
C  -0.355  0.979  -1.998  -0.110
C  -0.686  1.384  -0.711  -0.058
H  -0.934  0.695  2.044  0.062
H  -0.598  2.384  1.814  0.082
H  0.676  1.320  2.432  0.076
H  2.245  0.543  0.729  0.110
H  2.752  -0.279  -1.362  0.094
H  0.880  -0.119  -3.364  0.104
H  -0.975  1.195  -2.873  0.103
H  -1.616  1.946  -0.578  0.117
C  -0.567  -2.530  2.002  -0.161
C  -1.778  -2.289  1.107  -0.182
H  0.142  -3.208  1.586  0.056
H  -0.127  -1.525  1.895  0.039
H  -0.797  -2.648  3.056  0.065
H  -1.467  -1.818  0.177  0.053
H  -2.279  -3.248  0.940  0.054
H  -2.578  -1.617  1.551  0.082

Summary:
- Energy above the lowest of the compared OMol25 structures with the same formula, charge and spin: 67.1 kJ/mol
- SMILES: Cc1ccccc1.CC
- Total charge: 0

Record 10
Formula: C9H14
Source: OMol25
Level of theory: ωB97M-V/def2-TZVPD

Each line ends with the Löwdin charge.
Element x y z (Å)
C  -1.231  0.115  1.538  -0.067
C  -0.579  -0.544  0.339  -0.282
C  -0.894  -0.033  -0.893  -0.064
C  -0.445  -0.762  -2.032  -0.090
C  0.268  -1.941  -1.921  -0.092
C  0.485  -2.462  -0.624  -0.088
C  0.050  -1.794  0.503  -0.049
H  -2.102  0.721  1.281  0.083
H  -0.445  0.700  2.063  0.043
H  -1.550  -0.542  2.365  0.083
H  -1.586  0.809  -1.071  0.119
H  -0.693  -0.273  -2.964  0.094
H  0.344  -2.517  -2.834  0.097
H  0.841  -3.481  -0.522  0.098
H  0.158  -2.196  1.502  0.110
C  0.963  2.601  1.764  -0.172
C  1.125  3.108  0.319  -0.144
H  -0.058  2.257  1.805  0.014
H  1.580  1.741  2.082  0.076
H  1.125  3.340  2.537  0.060
H  2.119  2.751  -0.029  0.072
H  1.069  4.196  0.279  0.060
H  0.390  2.704  -0.361  0.040

Summary:
- Energy above the lowest of the compared OMol25 structures with the same formula, charge and spin: 90.8 kJ/mol
- SMILES: Cc1ccccc1.CC
- Total charge: 0

Record 11
Formula: C9H14
Source: OMol25
Level of theory: ωB97M-V/def2-TZVPD

Each line ends with the Löwdin charge.
Element x y z (Å)
C  2.626  2.452  0.726  -0.049
C  2.055  1.065  0.497  -0.241
C  2.898  -0.077  0.709  -0.056
C  2.374  -1.262  0.340  -0.111
C  1.055  -1.533  -0.139  -0.092
C  0.264  -0.463  -0.150  -0.116
C  0.720  0.867  0.060  -0.021
H  2.977  2.926  -0.288  0.121
H  3.498  2.200  1.334  0.075
H  1.939  3.157  0.948  0.024
H  3.859  -0.165  1.102  0.091
H  2.907  -2.138  0.639  0.091
H  0.817  -2.603  -0.250  0.113
H  -0.830  -0.589  -0.435  0.089
H  -0.004  1.623  0.070  0.086
C  -3.274  0.073  -0.523  -0.205
C  -3.516  -1.406  -0.838  -0.195
H  -2.643  0.630  -1.213  0.051
H  -4.294  0.640  -0.411  0.098
H  -2.791  -0.020  0.453  0.048
H  -4.584  -1.543  -0.805  0.045
H  -3.036  -2.090  -0.048  0.083
H  -3.017  -1.744  -1.776  0.069

Summary:
- Energy above the lowest of the compared OMol25 structures with the same formula, charge and spin: 173.7 kJ/mol
- SMILES: Cc1ccccc1.CC
- Total charge: 0

Record 12
Formula: C9H14
Source: OMol25
Level of theory: ωB97M-V/def2-TZVPD

Each line ends with the Löwdin charge.
Element x y z (Å)
C  1.833  2.218  -0.392  0.004
C  2.009  1.172  0.403  -0.186
C  0.896  0.235  0.676  -0.283
C  0.965  -1.174  0.399  -0.296
C  2.226  -1.734  -0.179  -0.061
C  0.104  -0.324  -0.481  -0.221
C  -1.363  -0.366  -0.494  -0.103
C  -2.223  0.350  0.210  -0.171
C  -3.733  0.149  0.101  -0.112
H  2.694  2.760  -0.814  0.057
H  0.754  2.430  -0.787  0.107
H  2.883  0.947  1.062  0.125
H  0.387  0.449  1.640  0.157
H  0.396  -1.778  1.138  0.156
H  2.101  -2.260  -1.153  0.088
H  2.921  -0.882  -0.353  0.075
H  2.743  -2.437  0.476  0.073
H  0.492  -0.175  -1.514  0.161
H  -1.864  -1.055  -1.172  0.106
H  -2.031  1.198  0.866  0.103
H  -3.893  -0.646  -0.624  0.057
H  -4.110  -0.178  1.157  0.104
H  -4.184  1.104  -0.167  0.062

Summary:
- Energy above the lowest of the compared OMol25 structures with the same formula, charge and spin: 280.3 kJ/mol
- SMILES: C=C[C@@H]1[C@H](C)[C@H]1/C=C/C
- Total charge: 0

- The highest energy above the lowest of the compared OMol25 structures with the same formula, charge and spin belongs to which entry?
  number 12

- total charge of number 1 (C9H14)?
  0